## one
{"formula": "C6H9NO", "method": "ωB97M-V with the def2-TZVPD basis set", "lumo_ev": [0.04, -0.60], "gap_ev": [8.07, 6.94], "symbols": ["C", "C", "C", "C", "C", "C", "N", "O", "H", "H", "H", "H", "H", "H", "H", "H", "H"], "coordinates": [[0.6023, 1.4880, 0.0606], [-0.2681, 0.4983, 0.0026], [-2.9684, 0.3658, -0.3120], [1.1484, 0.0816, -0.0089], [1.6339, -0.3966, -1.2888], [1.9181, -0.3237, 1.1925], [-3.4293, -0.3159, 0.6619], [-3.3503, 0.8194, -1.3470], [0.8305, 2.4598, -0.2892], [0.8177, -0.2122, -2.0869], [1.6627, -1.4821, -1.4242], [2.7016, -0.1763, -1.6522], [2.9636, -0.1814, 1.1039], [1.6045, -1.4393, 1.2889], [1.4950, 0.1924, 2.1873], [-2.9858, -0.8385, 1.4678], [-4.3764, -0.5393, 0.4437]], "lowdin_charge": [-0.027, 0.055, -0.360, -0.650, -0.097, -0.078, 0.147, 0.101, 0.078, 0.109, 0.066, 0.107, 0.052, 0.104, 0.121, 0.162, 0.109]}

---

## two
{"formula": "C6H9NO", "method": "ωB97M-V with the def2-TZVPD basis set", "lumo_ev": 0.05, "gap_ev": 8.98, "symbols": ["C", "C", "C", "C", "C", "C", "H", "H", "H", "H", "H", "H", "H", "H", "H", "N", "O"], "coordinates": [[-0.0462, -0.1009, -2.0576], [0.1479, 0.1834, -0.6375], [-0.5982, -0.2735, 0.3636], [-0.0030, -0.1498, 1.5565], [1.1216, 0.8047, 1.3682], [1.1508, 0.9519, -0.1621], [-1.3197, -0.6015, -2.3955], [0.2761, 0.9498, -2.7801], [0.7041, -1.1463, -2.2929], [-1.9651, -1.1654, -0.8564], [-2.7852, -0.7467, 0.6506], [0.3014, -1.2710, 1.8204], [-0.6768, 0.0235, 2.6047], [1.2777, 1.8288, 1.6012], [1.9725, 0.3769, 1.9318], [-1.6037, -1.2418, 0.0685], [2.0459, 1.5778, -0.7834]], "lowdin_charge": [-0.057, -0.321, -0.402, -0.202, -0.084, -0.385, 0.153, 0.161, 0.156, -0.019, 0.257, 0.180, 0.188, 0.117, 0.134, 0.090, 0.035]}

---

Which structure loses on stability? one does.

---

## one
{"formula": "C6H9NO", "method": "ωB97M-V with the def2-TZVPD basis set", "lumo_ev": 0.39, "gap_ev": 9.35, "symbols": ["C", "C", "C", "C", "C", "C", "H", "H", "H", "H", "H", "H", "H", "H", "H", "N", "O"], "coordinates": [[-1.6331, -0.2269, -0.2133], [-0.7059, 0.7916, -0.8190], [0.6445, -0.1349, -1.1999], [0.5522, -1.0671, 0.8431], [-0.5532, 0.1028, 1.0865], [-0.2339, 1.4574, 0.3025], [-1.1228, 1.4019, -1.7362], [0.6895, -0.0717, -2.4300], [1.6247, 0.6348, -0.7486], [1.4063, -2.1717, -0.7673], [1.4505, -0.4848, 1.2482], [0.7120, -1.9385, 1.7522], [-0.7810, 0.3818, 2.1482], [0.9228, 1.7019, 0.3274], [-0.8592, 2.2558, 0.9335], [0.5088, -1.4720, -0.4842], [-2.6223, -1.1604, -0.2431]], "lowdin_charge": [-0.113, -0.338, -0.131, -0.306, -0.140, -0.216, 0.165, 0.150, 0.165, 0.206, 0.099, 0.172, 0.129, 0.125, 0.157, -0.097, -0.028]}

---

## two
{"formula": "C6H9NO", "method": "ωB97M-V with the def2-TZVPD basis set", "lumo_ev": 0.10, "smiles": "[H]/N=C\\C(C)=O.C=C=C", "gap_ev": 9.94, "symbols": ["H", "N", "C", "C", "C", "O", "H", "H", "H", "H", "C", "C", "C", "H", "H", "H", "H"], "coordinates": [[-1.4891, -1.1623, 1.8385], [-0.5866, -1.6404, 1.7708], [0.3434, -0.8783, 1.4101], [0.1703, 0.5923, 1.1394], [1.4260, 1.3400, 0.7980], [-0.9207, 1.1054, 1.2323], [1.3410, -1.2931, 1.3109], [1.2095, 2.3905, 0.6239], [2.1363, 1.2425, 1.6176], [1.8764, 0.9059, -0.0917], [0.2118, -1.1933, -1.6315], [-0.7860, -0.3674, -1.6749], [-1.7826, 0.4541, -1.6948], [1.1976, -0.9149, -1.9703], [0.0915, -2.2063, -1.2826], [-2.0081, 1.0799, -0.8451], [-2.4305, 0.5455, -2.5509]], "lowdin_charge": [0.066, 0.136, -0.213, -0.455, -0.012, 0.070, 0.107, 0.088, 0.090, 0.078, -0.021, -0.189, 0.017, 0.062, 0.066, 0.049, 0.061]}

---

Which structure loses on stability? one does.

---

## one
{"formula": "C6H11NO", "method": "ωB97M-V with the def2-TZVPD basis set", "lumo_ev": 0.97, "gap_ev": 8.90, "symbols": ["C", "C", "C", "C", "C", "C", "O", "N", "H", "H", "H", "H", "H", "H", "H", "H", "H", "H", "H"], "coordinates": [[0.1109, -0.6184, 0.4434], [-1.5247, 1.7375, 1.4926], [-0.7053, -1.8120, 0.0298], [0.1508, 0.5569, -0.3000], [2.0376, -1.3626, -1.3746], [0.6069, 1.5911, -0.9430], [-1.4731, 0.7002, 0.5499], [1.9440, -0.8367, -0.2416], [0.4226, -0.5481, 1.4807], [-0.5562, 1.9089, 1.9891], [-1.8241, 2.6790, 1.0119], [-2.2652, 1.4973, 2.2653], [-0.1026, -2.7181, 0.0957], [-1.5613, -1.8881, 0.6973], [-1.0733, -1.7152, -0.9891], [3.0095, -1.7339, -1.7217], [1.2022, -1.4967, -2.0797], [0.0106, 2.4890, -1.0176], [1.5908, 1.5698, -1.3887]], "lowdin_charge": [-0.214, -0.189, -0.057, -0.149, -0.171, 0.095, -0.253, 0.018, 0.144, 0.081, 0.072, 0.078, 0.083, 0.086, 0.086, 0.059, 0.070, 0.084, 0.077]}

---

## two
{"formula": "C6H11NO", "method": "ωB97M-V with the def2-TZVPD basis set", "lumo_ev": [0.55, 0.55], "gap_ev": [7.47, 7.48], "symbols": ["C", "C", "C", "C", "N", "C", "C", "O", "H", "H", "H", "H", "H", "H", "H", "H", "H", "H", "H"], "coordinates": [[1.1832, -0.3590, 1.6985], [1.1255, -1.0082, -1.3352], [0.0598, 0.3119, 0.9199], [0.1152, -0.0746, -0.7167], [-1.1201, 0.3949, 1.7321], [-1.0138, 0.3024, -1.4509], [0.4173, 1.2733, -0.0775], [-2.2668, 0.5585, -0.9562], [-2.7449, 1.1168, -1.5787], [-1.9239, 0.7034, 1.2073], [-1.3377, -0.4821, 2.1905], [-0.9343, 0.3564, -2.5359], [-0.0716, 2.2115, -0.3141], [1.3000, 0.1592, 2.6510], [0.9407, -1.4049, 1.9085], [2.1303, -0.3219, 1.1680], [1.1260, -0.8900, -2.4233], [0.8840, -2.0500, -1.1103], [2.1312, -0.7976, -0.9769]], "lowdin_charge": [-0.039, -0.040, -0.475, -0.392, 0.090, -0.096, 0.018, 0.000, 0.110, 0.061, 0.079, 0.133, 0.080, 0.084, 0.081, 0.072, 0.079, 0.083, 0.073]}

---

## three
{"formula": "C6H11NO", "method": "ωB97M-V with the def2-TZVPD basis set", "lumo_ev": 0.81, "gap_ev": 8.04, "symbols": ["C", "C", "C", "C", "C", "C", "N", "O", "H", "H", "H", "H", "H", "H", "H", "H", "H", "H", "H"], "coordinates": [[4.5447, 0.6097, 0.3375], [2.2899, -0.1713, -0.2375], [-2.2518, -0.6211, 0.4159], [1.2065, 0.4546, -1.0578], [-0.7277, -0.5445, 0.1080], [-0.0866, 0.8132, -0.3082], [3.3650, 0.3460, 0.1303], [1.9914, -1.4238, 0.2698], [4.8665, 1.3317, 1.1359], [-2.4861, -1.6536, 0.6373], [-2.7982, -0.2460, -0.3962], [-2.6068, 0.1056, 1.1029], [1.5247, 1.3826, -1.5017], [0.9834, -0.3832, -1.7364], [-0.5616, -1.3269, -0.6648], [-0.2141, -1.0229, 0.9839], [-0.9006, 1.2314, -0.9508], [-0.1636, 1.3555, 0.6779], [1.2006, -1.7978, -0.1342]], "lowdin_charge": [0.034, -0.377, -0.095, -0.119, -0.292, -0.172, 0.002, 0.040, 0.026, 0.075, 0.045, 0.058, 0.115, 0.125, 0.099, 0.113, 0.119, 0.137, 0.068]}

---

Which structure loses on stability? one does.

---

## one
{"formula": "C6H11NO", "method": "ωB97M-V with the def2-TZVPD basis set", "lumo_ev": 0.85, "smiles": "C[C@@H]1[C@@H]2NCC[C@@]12O", "gap_ev": 8.80, "symbols": ["C", "C", "C", "N", "C", "C", "C", "O", "H", "H", "H", "H", "H", "H", "H", "H", "H", "H", "H"], "coordinates": [[0.1069, -1.8338, -1.7023], [0.8179, -0.6583, -1.0165], [0.8236, -0.2305, 0.4116], [-0.1879, -0.5275, 1.5151], [-0.5367, 0.9026, 1.7259], [-0.1230, 1.7905, 0.4784], [0.0460, 0.5833, -0.6505], [-1.2189, 0.1310, -0.5984], [-0.7964, -2.1479, -1.1050], [0.6889, -2.7050, -1.9597], [-0.1123, -1.6034, -2.8088], [1.7584, -0.3729, -1.2657], [1.6303, 0.3358, 0.8291], [0.5354, -0.8778, 2.2594], [-1.6252, 1.0688, 1.9270], [-0.1219, 1.1990, 2.7277], [-0.7843, 2.5844, 0.3756], [0.8157, 2.4334, 0.3442], [-1.7165, -0.0719, -1.4870]], "lowdin_charge": [-0.040, -0.180, -0.235, -0.013, -0.218, -0.072, -0.348, -0.094, 0.102, 0.059, 0.105, 0.094, 0.132, 0.137, 0.109, 0.112, 0.059, 0.117, 0.174]}

---

## two
{"formula": "C6H11NO", "method": "ωB97M-V with the def2-TZVPD basis set", "lumo_ev": [-0.70, -0.70], "gap_ev": [8.57, 8.57], "symbols": ["C", "C", "C", "N", "H", "H", "H", "H", "H", "C", "C", "C", "O", "H", "H", "H", "H", "H", "H"], "coordinates": [[1.9202, -0.2129, 0.7829], [2.0156, 1.1536, 0.3305], [0.6060, -1.1132, 0.1019], [0.4230, -2.2540, -0.0390], [1.6668, -0.3442, 1.8306], [2.7289, -0.8695, 0.4791], [2.7024, 1.3293, -0.4947], [0.8700, 1.3909, -0.2026], [2.0310, 1.9106, 1.1093], [-1.6726, 0.1177, 0.8766], [-1.4972, -0.5986, -1.5862], [-0.8808, 0.1516, -0.4224], [-0.3216, 1.2702, -0.7200], [-1.8975, -0.9055, 1.1740], [-2.6074, 0.6626, 0.7202], [-1.1196, 0.6150, 1.6736], [-0.8056, -0.6286, -2.4253], [-1.7637, -1.6121, -1.2965], [-2.3979, -0.0627, -1.8920]], "lowdin_charge": [-0.142, -0.130, -0.227, 0.177, 0.103, 0.102, 0.078, 0.064, 0.079, -0.022, -0.036, -0.539, -0.034, 0.084, 0.095, 0.089, 0.092, 0.075, 0.093]}

---

## three
{"formula": "C6H11NO", "method": "ωB97M-V with the def2-TZVPD basis set", "lumo_ev": 0.89, "smiles": "NCC/C=C/C=C/O", "gap_ev": 8.76, "symbols": ["N", "C", "C", "C", "C", "C", "C", "O", "H", "H", "H", "H", "H", "H", "H", "H", "H", "H", "H"], "coordinates": [[2.7388, 1.9303, -0.6913], [1.6863, 1.1255, -0.0356], [0.2699, 1.6416, -0.4963], [-0.8560, 0.8677, -0.0585], [-1.1724, -0.3770, -0.5679], [-1.7525, -1.3191, 0.4888], [-1.3972, -2.5944, 0.3947], [-2.0676, -3.3989, 1.3651], [2.5932, 2.8560, -0.3030], [3.5408, 1.4678, -0.3831], [1.6338, 1.3418, 1.0536], [1.8983, 0.0059, -0.2831], [0.4020, 2.6915, -0.1376], [0.3663, 1.6731, -1.5717], [-1.3803, 1.2382, 0.8694], [-1.1099, -0.7336, -1.5149], [-2.4438, -0.9096, 1.1491], [-0.8658, -3.1959, -0.2744], [-2.0839, -4.3110, 0.9965]], "lowdin_charge": [-0.016, -0.289, -0.249, -0.129, -0.056, -0.079, -0.154, -0.070, 0.064, 0.032, 0.105, 0.141, 0.115, 0.107, 0.124, 0.069, 0.093, 0.100, 0.093]}

---

Which structure loses on stability? one does.

---

## one
{"formula": "C6H11NO", "method": "ωB97M-V with the def2-TZVPD basis set", "lumo_ev": [0.37, 0.37], "gap_ev": [5.87, 6.24], "symbols": ["C", "C", "N", "C", "C", "C", "C", "O", "H", "H", "H", "H", "H", "H", "H", "H", "H", "H", "H"], "coordinates": [[-0.6219, -1.8038, -1.2692], [-1.5380, 1.2733, 0.7765], [0.8260, 0.1970, -1.0397], [1.5548, 0.3683, 0.0580], [-0.4507, -0.3837, -0.8098], [-0.7945, -0.0353, 0.5744], [0.8016, 0.1134, 1.2883], [2.6641, 1.1490, 0.0840], [3.0176, 1.2772, -0.8091], [1.1897, 0.3859, -1.9690], [-1.3104, -0.8398, 1.1057], [-1.6818, -2.0641, -1.2304], [-0.0742, -2.5432, -0.6598], [-0.3180, -1.9176, -2.3113], [0.9917, -0.8688, 1.7181], [0.9485, 0.9138, 2.0196], [-1.0216, 2.0918, 0.2788], [-1.6389, 1.5030, 1.8369], [-2.5440, 1.1836, 0.3580]], "lowdin_charge": [-0.109, -0.093, 0.111, -0.346, -0.370, -0.297, -0.014, 0.083, 0.116, 0.162, 0.126, 0.066, 0.068, 0.061, 0.106, 0.114, 0.075, 0.069, 0.075]}

---

## two
{"formula": "C6H11NO", "method": "ωB97M-V with the def2-TZVPD basis set", "lumo_ev": 0.87, "gap_ev": 10.31, "symbols": ["C", "C", "C", "C", "C", "C", "H", "H", "H", "H", "H", "H", "H", "H", "H", "H", "H", "N", "O"], "coordinates": [[2.7875, -0.4981, 0.1824], [1.3619, -0.0889, -0.2863], [-0.3107, 0.7523, -0.2322], [-1.6961, 1.0496, 0.4438], [-2.3310, -0.4621, -0.1181], [0.1084, -0.6299, 0.3672], [2.7012, -0.6499, 1.2943], [2.8475, -1.5627, -0.1090], [3.7208, 0.2487, 0.0831], [1.4098, -0.5193, -1.4196], [1.4454, 1.6394, -1.0218], [-0.5454, 0.6749, -1.3717], [-2.4211, 1.6278, 0.0615], [-1.3762, 1.1602, 1.5440], [-3.2699, -0.9415, 0.5045], [-2.7701, -0.0739, -1.2846], [0.0976, -0.4151, 1.3949], [1.0043, 1.3483, -0.0667], [-1.0486, -1.4205, -0.1687]], "lowdin_charge": [-0.081, -0.427, -0.400, -0.069, -0.072, -0.182, 0.067, 0.070, 0.121, 0.182, 0.152, 0.163, 0.029, 0.128, 0.134, 0.161, 0.130, 0.057, -0.165]}

---

## three
{"formula": "C6H11NO", "method": "ωB97M-V with the def2-TZVPD basis set", "lumo_ev": 0.93, "smiles": "C1CC2(CNC2)CO1", "gap_ev": 9.89, "symbols": ["C", "C", "C", "C", "N", "C", "C", "O", "H", "H", "H", "H", "H", "H", "H", "H", "H", "H", "H"], "coordinates": [[2.2244, 0.3207, 0.0439], [0.9357, 1.2319, -0.1823], [-0.1888, 0.3149, 0.0240], [-1.3505, -0.0471, -1.0588], [-2.2458, -0.3947, -0.0037], [-1.4770, 0.3850, 0.9798], [0.4868, -1.0268, 0.3705], [1.7233, -0.9786, -0.2060], [2.4783, 0.4469, 1.2295], [3.0521, 0.6065, -0.5891], [0.8859, 2.1400, 0.4558], [0.9339, 1.6548, -1.1765], [-1.6826, 0.9881, -1.4809], [-1.2600, -0.7782, -1.8576], [-3.1908, -0.0176, -0.2831], [-2.0988, 1.4358, 1.0270], [-1.3154, -0.0166, 2.0425], [0.5260, -1.1800, 1.4760], [-0.1783, -1.7600, -0.2324]], "lowdin_charge": [-0.156, -0.113, -0.363, -0.193, -0.103, -0.143, -0.213, -0.121, 0.160, 0.108, 0.124, 0.106, 0.131, 0.105, 0.123, 0.147, 0.115, 0.133, 0.153]}

---

Which structure loses on stability? two does.